The molecule C6H13NOS. Source: the OMol25 dataset; level of theory: ωB97M-V with the def2-TZVPD basis set.

ORCA input file:
```
! RIJCOSX wB97M-V def2-TZVPD def2/J DEFGRID3
* xyz 0 1
C 0.29269 -0.05900 -0.13355
C -1.73943 0.42682 -1.66597
C -2.12905 0.75958 0.82629
C 1.36467 -2.21318 -0.01189
C 2.53793 1.20934 0.86542
C -1.19885 0.88614 -0.30787
N 0.24414 -1.27609 0.17576
O -0.70104 -1.90309 0.61420
S 1.75931 0.86601 -0.76076
H -2.80342 0.15477 -1.76801
H -1.50082 1.24514 -2.40574
H -1.15926 -0.56190 -1.91890
H -2.63809 -0.24669 0.94974
H -2.89441 1.61992 0.75017
H -1.67924 0.88981 1.68594
H 2.21667 -1.73161 -0.71615
H 1.75092 -2.47834 0.95597
H 1.00223 -3.11018 -0.54444
H 3.66015 1.49133 0.83665
H 2.49257 0.20046 1.48742
H 1.94573 1.89938 1.49971
H -0.82339 1.93138 -0.41401
*
```

LUMO ... 0.600 eV
HOMO energy ... -8.656 eV
Energy above the lowest of the compared OMol25 structures with the same formula, charge and spin ... 116.4 kcal per mole

For reference, the natural (NBO) charges in units of e are:
1. C 0.0558
2. C -0.6332
3. C -0.6132
4. C -0.4486
5. C -0.7600
6. C -0.1874
7. N 0.0609
8. O -0.5352
9. S 0.2009
10. H 0.2247
11. H 0.2154
12. H 0.2170
13. H 0.2354
14. H 0.2008
15. H 0.2032
16. H 0.2123
17. H 0.2193
18. H 0.2332
19. H 0.2440
20. H 0.2189
21. H 0.2223
22. H 0.2135

The ion C6H13NP with charge +1. Source: the OMol25 dataset; level of theory: ωB97M-V with the def2-TZVPD basis set.

ORCA input file:
```
! RIJCOSX wB97M-V def2-TZVPD def2/J DEFGRID3
* xyz 1 1
C 1.01262 0.11667 -1.38517
C -0.23800 0.66075 1.28626
C 0.61536 -1.74451 0.21889
C 1.44566 -0.57232 -0.21157
C -1.15445 0.25194 0.17910
C -2.01501 1.20788 -0.57753
N 1.28510 0.45080 0.86833
P -1.21796 -1.56611 0.12166
H 1.30488 1.14872 -1.71419
H 0.34002 -0.31922 -2.02207
H -0.44010 1.69539 1.59237
H -0.42856 -0.03525 2.18915
H 0.84073 -2.73469 -0.14465
H 0.84273 -1.89539 1.39742
H 2.43595 -0.90536 -0.14510
H -2.82165 0.68504 -1.24262
H -1.43315 1.97367 -1.28278
H -2.47261 1.92855 0.07629
H 1.60199 1.27003 0.42490
H 1.81787 0.15766 1.69190
H -1.32142 -1.77423 -1.32060
*
```

LUMO (spin up / spin down) ... -4.277 / -4.278 eV
HOMO energy (spin up / spin down) ... -12.805 / -11.721 eV
Energy above the lowest of the compared OMol25 structures with the same formula, charge and spin ... 62.1 kcal per mole

For reference, the natural (NBO) charges in units of e are:
1. C -0.3144
2. C -0.3177
3. C -0.7157
4. C -0.1548
5. C -0.2196
6. C -0.7014
7. N -0.4950
8. P 0.6462
9. H 0.2126
10. H 0.2068
11. H 0.2537
12. H 0.2410
13. H 0.2820
14. H 0.2271
15. H 0.2512
16. H 0.2574
17. H 0.2438
18. H 0.2395
19. H 0.4340
20. H 0.4357
21. H -0.0124

A cluster of 2 separate species, C6H13NS in total. Source: the OMol25 dataset; level of theory: ωB97M-V with the def2-TZVPD basis set.

ORCA input file:
```
! RIJCOSX wB97M-V def2-TZVPD def2/J DEFGRID3
* xyz 0 1
C -1.76138 0.51050 3.39853
C 1.48761 -0.21659 -1.14292
C -0.58625 -1.15339 -0.04799
C -0.80230 0.80325 -1.96763
C -0.49328 1.29950 1.43228
C -0.05564 0.17281 -0.76712
N -0.00852 1.24364 0.28338
S -1.04876 -1.10289 3.41355
H -2.76333 0.46785 2.94023
H 1.31588 -1.10600 -1.86750
H 1.79139 0.56386 -1.77825
H 2.06525 -0.55995 -0.33281
H -0.28359 -2.10494 -0.57697
H -1.66444 -1.12746 0.15581
H -0.10605 -1.04166 0.90558
H -0.67326 0.04625 -2.85038
H -1.90010 0.93856 -1.88836
H -0.31751 1.85709 -1.89071
H -1.17793 1.24842 3.86966
H -0.28758 2.26516 1.86980
H -1.84528 -1.58499 2.53433
*
```

LUMO (spin up / spin down) ... 0.190 / 0.495 eV
HOMO energy (spin up / spin down) ... -7.192 / -7.444 eV
Energy above the lowest of the compared OMol25 structures with the same formula, charge and spin ... 130.9 kcal per mole

For reference, the natural (NBO) charges in units of e are:
1. C -0.5598
2. C -0.5992
3. C -0.6430
4. C -0.6460
5. C 0.0951
6. C 0.1222
7. N -0.4618
8. S 0.0385
9. H 0.2270
10. H 0.1953
11. H 0.2143
12. H 0.2221
13. H 0.2124
14. H 0.2024
15. H 0.2240
16. H 0.2207
17. H 0.2218
18. H 0.2408
19. H 0.2143
20. H 0.1525
21. H 0.1063

A cluster of 2 separate species, C6H13NS in total. Source: the OMol25 dataset; level of theory: ωB97M-V with the def2-TZVPD basis set.

ORCA input file:
```
! RIJCOSX wB97M-V def2-TZVPD def2/J DEFGRID3
* xyz 0 1
C 1.28841 -1.96167 -0.90859
C 1.16992 -1.33252 -2.11724
C 2.15092 -0.13357 0.23896
N 1.73847 -1.45982 0.23298
H 1.06001 -3.01824 -0.91122
H 1.35067 -0.27494 -2.26815
H 0.88972 -1.90263 -2.99459
H 3.20605 -0.06349 -0.05068
H 2.03252 0.31321 1.23851
H 1.54469 0.52447 -0.41722
C -2.01825 -0.09212 -0.92150
C -1.77432 -0.29504 0.58222
C -1.53579 1.01726 1.33759
S -0.05070 1.89069 0.80755
H -2.31383 -1.02601 -1.39868
H -1.12395 0.26486 -1.41096
H -2.81655 0.63129 -1.06411
H -2.63834 -0.81708 0.98125
H -0.90312 -0.93286 0.71587
H -1.40266 0.78796 2.38605
H -2.41831 1.64210 1.24337
*
```

LUMO ... -3.274 eV
HOMO energy ... -7.415 eV
Energy above the lowest of the compared OMol25 structures with the same formula, charge and spin ... 122.8 kcal per mole

For reference, the natural (NBO) charges in units of e are:
1. C -0.0736
2. C -0.2805
3. C -0.5102
4. N -0.2564
5. H 0.1961
6. H 0.2034
7. H 0.2072
8. H 0.2707
9. H 0.2497
10. H 0.2281
11. C -0.6099
12. C -0.3998
13. C -0.5553
14. S -0.1143
15. H 0.2028
16. H 0.2090
17. H 0.2014
18. H 0.2060
19. H 0.1992
20. H 0.2080
21. H 0.2185

A cluster of 2 separate species, C6H13O2 in total. Source: the OMol25 dataset; level of theory: ωB97M-V with the def2-TZVPD basis set.

ORCA input file:
```
! RIJCOSX wB97M-V def2-TZVPD def2/J DEFGRID3
* xyz -1 1
C -0.56471 0.53352 -1.28801
C -2.00203 0.32501 -0.78443
C -0.21358 1.87109 -1.98332
H 0.13467 0.50244 -0.35490
H -0.26972 -0.35740 -1.89060
H -2.63407 0.65882 -1.60076
H -2.23000 1.00355 0.05997
H -0.81258 2.35027 -2.84001
H -0.24394 2.67758 -1.28084
H -2.13105 -0.61708 -0.46614
H 0.81041 1.76027 -2.25103
C 0.49280 -0.71543 1.58631
C 0.70921 -2.05443 0.87737
C 1.89091 -0.09361 2.04422
O 2.61029 0.08060 1.06424
O 2.09299 0.12052 3.19427
H -0.07960 -0.02721 1.01987
H -0.18237 -0.79544 2.36975
H 0.84261 -2.72743 1.72688
H 1.77186 -2.11479 0.52130
H 0.00788 -2.38085 0.27586
*
```

LUMO ... 3.569 eV
HOMO energy ... -3.793 eV
Energy above the lowest of the compared OMol25 structures with the same formula, charge and spin ... 46.6 kcal per mole

For reference, the natural (NBO) charges in units of e are:
1. C -0.4123
2. C -0.6068
3. C -0.6161
4. H 0.2547
5. H 0.1882
6. H 0.1880
7. H 0.1938
8. H 0.1776
9. H 0.1984
10. H 0.2036
11. H 0.2175
12. C -0.5231
13. C -0.6215
14. C 0.7788
15. O -0.8097
16. O -0.7525
17. H 0.1706
18. H 0.1741
19. H 0.1909
20. H 0.2320
21. H 0.1737

A cluster of 2 separate species, C6H13O2 in total. Source: the OMol25 dataset; level of theory: ωB97M-V with the def2-TZVPD basis set.

ORCA input file:
```
! RIJCOSX wB97M-V def2-TZVPD def2/J DEFGRID3
* xyz -1 1
C -0.49207 1.83866 -1.35912
O -0.05154 1.43604 -2.62261
C 0.31475 1.25859 -0.18286
C 0.51088 -0.25444 -0.38529
C 0.95421 -1.01167 0.92283
C 0.17262 -1.70993 3.12389
C -0.11520 -1.05150 1.98649
H -1.58191 1.66919 -1.09871
H -0.39098 2.94025 -1.26428
H 1.31184 1.71209 -0.13032
H -0.12080 1.62471 0.75913
H -0.49567 -0.59462 -0.58470
H 1.13893 -0.31361 -1.28849
H 1.05044 -2.05604 0.59526
H 1.85997 -0.55931 1.24291
H 1.22543 -2.42151 3.05575
H -0.33697 -1.28488 4.05259
H -0.83166 -0.26239 2.06816
H -0.73678 0.56088 -2.78093
H -1.85615 -1.02735 -3.41928
O -1.52934 -0.49315 -2.69041
*
```

LUMO ... 3.601 eV
HOMO energy ... -3.815 eV
Energy above the lowest of the compared OMol25 structures with the same formula, charge and spin ... 86.5 kcal per mole

For reference, the natural (NBO) charges in units of e are:
1. C -0.0419
2. O -0.8283
3. C -0.4185
4. C -0.4133
5. C -0.4550
6. C -0.4382
7. C -0.1615
8. H 0.1432
9. H 0.1191
10. H 0.1623
11. H 0.1691
12. H 0.2396
13. H 0.2324
14. H 0.2108
15. H 0.1975
16. H 0.1865
17. H 0.2022
18. H 0.1973
19. H 0.5051
20. H 0.4255
21. O -1.2341

Question: Among the records above, which one has the lowest energy above the lowest of the compared OMol25 structures with the same formula, charge and spin?
Answer: number 5